Entry from OMol25: a cluster of 2 separate species, C14H14N2O2S in total at a distorted geometry (wB97M-V/def2-TZVPD).

Summary:
orbital gap = 0.323 hartree
LUMO level = -0.01 eV
energy above the lowest of the compared OMol25 structures with the same formula, charge and spin = 1283.4 kJ/mol
largest force on an atom = 16.45 eV Å⁻¹

Structure (XYZ):
```
33
Properties=species:S:1:pos:R:3:forces:R:3
C 4.0704 0.9531 -0.6661 -1.3426 -13.3754 -0.9171
C 2.5123 0.4999 -0.4118 4.8651 -2.7901 -8.7843
C 2.3275 -1.0621 -0.3646 11.0769 3.3008 -10.5132
O 3.0129 -1.7590 -1.2098 -1.0562 1.5975 2.9209
N 1.3195 -1.5523 0.0769 -8.1619 -2.6699 8.8517
C 0.7886 -0.8900 1.3200 -1.7788 0.5972 1.9994
O 1.1633 0.2339 1.9081 -2.5422 -7.1650 -2.9183
N -0.2966 -1.8664 1.7381 2.2605 6.8785 3.7838
H -0.6617 -2.5428 1.1417 -0.7310 -0.7690 -1.3600
H -0.9367 -1.3505 2.4751 1.5273 -1.9455 -2.1957
H 1.3377 -2.5747 0.2350 -0.1684 0.6824 -0.7223
H 2.3765 0.7983 0.4624 -2.7130 3.8861 6.7538
S 1.5274 1.0784 -2.0609 0.3852 -0.4605 4.2564
C 0.0102 0.6401 -1.1377 5.5605 -4.3666 -10.5789
C -0.5447 1.2109 -0.2356 0.6947 12.4140 10.7724
C -1.6765 1.0321 0.3956 -6.6933 -5.9069 -1.8250
C -2.3721 1.6662 1.4250 3.8519 2.4144 2.2024
C -3.4601 1.2062 2.0288 -4.9843 -3.4262 2.5953
C -4.2818 -0.0569 1.5432 12.3343 6.0676 -3.0123
C -3.6279 -0.5016 0.4304 -4.1662 -5.5539 -2.4676
C -2.4392 -0.2445 -0.2770 -0.8506 7.5251 8.5928
C -1.7428 -0.7156 -1.2371 -8.7425 -10.4475 -3.5327
C -0.6571 -0.4089 -1.7315 7.2869 1.8192 -3.9807
H -0.1561 -0.7622 -2.6066 -0.3027 -0.9780 -0.3239
H -2.4595 -1.8986 -1.7912 2.1089 3.3235 1.3144
H -4.3016 -1.4103 -0.0776 1.8571 1.9991 0.8249
H -5.1902 -0.1814 1.7259 -7.4641 -1.5722 2.0659
H -3.9158 1.4840 3.0513 1.3286 0.6529 -1.8239
H -1.6765 2.4617 1.9756 -1.8829 -1.2897 -1.1235
H -0.0167 2.2127 0.3120 -0.7363 -2.4158 -1.7211
H 4.1837 1.8501 -0.8172 0.8033 9.4706 -1.6458
H 4.4642 0.2541 -1.6912 -1.0691 2.2736 3.0981
H 4.7049 0.6043 0.1832 -0.5549 0.2299 -0.5860
```
Positions in Å, forces in eV/Å.